1.
Here is one molecule with the formula C3H10N2S from the Open Molecules 2025 dataset. Energies are from ωB97M-V with the def2-TZVPD basis set.

Results
Strongest force on any atom: 0.015 hartree/bohr
Energy above the lowest of the compared OMol25 structures with the same formula, charge and spin: 0.2897 eV
SMILES: NC[C@H](N)CS
E_HOMO: -8.99 eV
E_tot: -17088.315 eV

Each line ends with the Mulliken charge.
Atoms and positions in Å:
N: -1.03702 -0.30181 -1.34784  -0.619
C: -0.10228 0.19085 -0.34702  0.046
C: 1.25523 -0.52450 -0.36831  -0.692
S: 2.08238 -0.34645 -1.99501  -0.242
C: -0.71051 0.09550 1.05257  -0.580
N: -1.51794 1.29389 1.38203  -0.668
H: -1.33098 -1.24551 -1.14370  0.212
H: 3.29998 -0.63570 -1.54726  0.124
H: -0.67647 -0.18616 -2.28259  0.279
H: 0.05664 1.25342 -0.53049  0.228
H: 1.95224 -0.10890 0.35114  0.394
H: 1.07922 -1.58910 -0.16890  0.318
H: 0.08941 -0.05490 1.79085  0.354
H: -1.32035 -0.79900 1.15360  0.374
H: -2.19803 1.03049 2.09172  0.239
H: -0.92153 1.92788 1.90922  0.232

***

2.
Here is an isolated ion of composition C3H10N3 and charge +1 at a distorted geometry from the Open Molecules 2025 dataset. Energies are from ωB97M-V with the def2-TZVPD basis set.

Results
Strongest force on any atom: 0.028 hartree/bohr
Charge: +1
Energy above the lowest of the compared OMol25 structures with the same formula, charge and spin: 0.3377 eV
SMILES: CCNC(N)=[NH2+]
E_HOMO: -14.96 eV
E_tot: -7737.927 eV

Each line ends with the Mulliken charge.
Atoms and positions in Å:
C: -0.36979 1.82608 0.39747  -0.964
C: -0.06333 1.14381 -0.93022  -0.712
N: -0.28317 -0.33278 -0.94702  -0.194
C: 0.12390 -1.12236 0.06261  0.677
N: -0.53871 -2.24073 0.33712  -0.398
N: 1.26832 -0.85626 0.68517  -0.332
H: 0.06071 1.32269 1.24838  0.363
H: -1.42605 1.94886 0.65548  0.310
H: 0.03747 2.84083 0.33392  0.325
H: -0.52464 1.65019 -1.77866  0.437
H: 0.97682 1.30753 -1.27412  0.323
H: -1.13375 -0.57631 -1.42193  0.273
H: -1.50714 -2.40196 0.07487  0.233
H: -0.14046 -2.86333 1.02593  0.210
H: 1.73934 -1.59036 1.17260  0.228
H: 1.78047 -0.05589 0.35839  0.220

***

Q: Which formula does entry 2 have?
A: C3H10N3